Record 1
C4H9O2 | ωB97M-V/def2-TZVPD

Results
Charge: -1
Structure (SMILES): [O-]CCCCO
DFT total energy in eV: -8387.932
HOMO level in eV: -2.097
Relative energy (zero: lowest compared OMol25 entry of this formula, charge and spin) in kcal/mol: 59.0

CARTESIAN COORDINATES (ANGSTROEM)
H1 -0.08098 -1.57187 -1.57117
O1 1.49862 -0.37224 -2.09294
H2 1.18950 -0.53152 0.51584
H3 -0.46219 -0.29550 -2.70883
H4 0.12351 -0.87042 2.49446
C1 0.09867 -0.52268 -1.80189
H5 -1.45536 0.34804 -0.53932
H6 1.56807 0.36505 -2.69952
C2 -0.55026 -0.28080 1.80144
O2 -1.27515 0.69642 2.33477
H7 0.84404 1.10028 0.99888
H8 -1.17407 -1.12001 1.35070
C3 -0.36920 0.37298 -0.67781
H9 -0.26977 1.40853 -1.02482
C4 0.37231 0.18958 0.63512

***

Record 2
C4H9O2 | ωB97M-V/def2-TZVPD

Results
Charge: -1
Structure (SMILES): [O-]CCCCO
DFT total energy in eV: -8386.398
HOMO level in eV: -2.255
Relative energy (zero: lowest compared OMol25 entry of this formula, charge and spin) in kcal/mol: 94.4

CARTESIAN COORDINATES (ANGSTROEM)
H1 2.60905 0.48284 0.31820
C1 1.75800 0.31695 -0.37642
H2 -0.06988 1.08042 -0.71639
C2 -0.49453 -0.49615 0.85134
H3 -2.03319 -1.90865 0.34013
H4 1.78741 -0.85272 -0.66505
C3 -1.88442 -0.85511 0.05887
O1 2.06365 1.13105 -1.63277
O2 -2.05655 -0.58304 -1.22238
C4 0.34148 0.60618 0.14982
H5 -2.70709 -0.57504 0.85579
H6 0.37240 1.40506 1.03711
H7 1.20869 1.71604 -1.63224
H8 0.07430 -1.42539 1.00745
H9 -0.96932 -0.04244 1.62655

***

Record 3
C4H9O2 | ωB97M-V/def2-TZVPD

Results
Charge: -1
DFT total energy in eV: -8388.664
HOMO level in eV: -2.980
Relative energy (zero: lowest compared OMol25 entry of this formula, charge and spin) in kcal/mol: 42.2

CARTESIAN COORDINATES (ANGSTROEM)
H1 -1.18658 0.75713 0.59263
C1 1.15374 1.03193 -0.77970
H2 0.79620 -1.01839 0.72989
C2 -0.96015 -1.36303 0.00852
O1 0.20301 -1.84688 0.65937
H3 -0.79455 -0.95593 -1.03757
H4 0.44349 2.34926 -2.27389
C3 -1.64757 -0.24461 0.82609
H5 -2.77911 -0.14806 0.64076
H6 -1.51767 -0.42761 1.91222
H7 1.86686 0.59561 -1.53526
C4 0.33392 2.06698 -1.22156
H8 -1.58708 -2.28825 -0.06878
O2 1.24991 0.51455 0.42385
H9 -0.14459 2.84732 -0.62585

***

Record 4
C4H9O2P | ωB97M-V/def2-TZVPD

Results
DFT total energy in eV: -17675.560
HOMO level in eV: -7.821
Relative energy (zero: lowest compared OMol25 entry of this formula, charge and spin) in kcal/mol: 79.7

CARTESIAN COORDINATES (ANGSTROEM)
H1 3.40550 1.24193 0.53012
C1 -1.39862 -0.46498 -1.46066
O1 -1.07605 1.61724 0.26090
H2 -2.56453 -0.51808 1.04970
C2 1.86252 -0.19064 0.31310
H3 2.69334 1.01202 -0.99425
H4 -1.35137 -1.47595 -1.68146
H5 -1.22006 -0.34073 2.27072
C3 2.43768 1.11839 0.08075
H6 -0.90972 0.20908 -2.14659
P1 -0.78605 0.15808 0.11705
H7 -1.13735 -1.79872 1.10397
H8 -2.50307 -0.42344 -1.21470
H9 1.71923 1.91377 -0.05888
O2 2.40311 -1.23531 0.45641
C4 -1.57455 -0.82263 1.37381

***

Record 5
C4H9O2P | ωB97M-V/def2-TZVPD

Results
Structure (SMILES): C[C@H]1CO[P@H](=O)C1
DFT total energy in eV: -17678.637
HOMO level in eV: -10.155
Relative energy (zero: lowest compared OMol25 entry of this formula, charge and spin) in kcal/mol: 8.8

CARTESIAN COORDINATES (ANGSTROEM)
C1 1.82513 0.20975 0.30509
H1 -0.08002 1.92905 0.20209
H2 2.52382 -0.61485 0.18220
C2 -0.41666 1.11846 -0.43356
H3 0.89026 -0.13528 -1.58952
H4 0.13125 -2.16622 -0.78795
O1 -3.37488 0.51883 -0.09630
C3 -0.10150 -1.35144 -0.10060
H5 1.56312 0.28382 1.35940
H6 0.25678 -1.61962 0.89790
H7 2.32333 1.12874 0.00594
H8 -0.74622 1.50840 -1.39429
P1 -2.02640 0.21368 0.34670
C4 0.58158 -0.02732 -0.54608
H9 -1.83778 0.24523 1.72934
O2 -1.51181 -1.24123 -0.08035

***

Record 6
C4H9O2S | ωB97M-V/def2-TZVPD

Results
Charge: -1
DFT total energy in eV: -19225.643
HOMO level in eV: -4.188
Relative energy (zero: lowest compared OMol25 entry of this formula, charge and spin) in kcal/mol: 11.7

CARTESIAN COORDINATES (ANGSTROEM)
O1 -1.76781 0.92376 0.96736
C1 -1.07852 1.81349 1.52982
H1 0.83106 -0.24845 0.76519
H2 -0.04630 0.58978 -0.46979
S1 0.22541 -1.62527 -1.13236
H3 2.00351 0.66488 -1.89260
C2 2.06884 0.43775 -0.82634
H4 -1.81347 -1.00536 -0.00411
H5 -2.04604 -2.25583 -1.23736
C3 -1.39009 -1.92415 -0.43095
H6 -1.34937 -2.70062 0.33276
H7 -1.45769 2.08624 2.55129
H8 2.82786 -0.34405 -0.70907
H9 2.30123 1.32818 -0.25403
C4 0.74628 -0.12993 -0.31582
O2 -0.05491 2.38960 1.12600

***

Record 7
C4H9O2S | ωB97M-V/def2-TZVPD

Results
Charge: -1
Structure (SMILES): C=[S@@](=O)([O-])C(C)C
DFT total energy in eV: -19222.559
HOMO level in eV: -3.728
Relative energy (zero: lowest compared OMol25 entry of this formula, charge and spin) in kcal/mol: 82.8

CARTESIAN COORDINATES (ANGSTROEM)
C1 -0.89650 1.57243 -0.55082
H1 -2.37137 -0.88014 0.06826
H2 -0.87930 -1.32764 -0.79531
H3 -0.14168 2.33451 -0.46428
H4 -1.84114 2.11840 -0.55261
O1 1.83545 0.87441 1.16489
O2 1.68815 0.54710 -1.31552
H5 1.47549 -2.07788 -0.41764
H6 -0.95199 -1.42751 1.00633
C2 2.11078 -1.53140 0.33030
H7 -0.43940 0.69195 1.39604
C3 -0.49638 0.45791 0.28849
H8 -0.73659 1.17734 -1.59467
C4 -1.26855 -0.86793 0.10227
H9 1.59285 -1.72886 1.31578
S1 1.32016 0.06730 0.01848

***

Record 8
C4H9O2S | ωB97M-V/def2-TZVPD

Results
Charge: -1
DFT total energy in eV: -19223.832
HOMO level in eV: -3.853
Relative energy (zero: lowest compared OMol25 entry of this formula, charge and spin) in kcal/mol: 53.4

CARTESIAN COORDINATES (ANGSTROEM)
H1 1.80360 1.54750 -0.15437
H2 -0.95499 -1.47671 -0.44789
H3 1.35741 -2.53582 1.56839
H4 0.97746 -0.06319 -0.50705
C1 -0.22753 1.45719 0.29746
S1 -0.66621 -2.68073 -0.00689
H5 1.90707 1.66959 -2.46274
H6 0.15436 -1.24540 2.05455
H7 1.17075 -0.93954 0.53498
O1 -0.43694 0.64385 1.25038
O2 -0.81559 2.54075 0.22173
H8 0.69469 3.01139 -2.02272
C2 0.64878 -1.72861 1.11695
H9 0.17236 1.50616 -2.69047
C3 0.84849 1.83918 -2.04589
C4 0.96308 1.08907 -0.62505

***

Record 9
C4H9O3 | ωB97M-V/def2-TZVPD

Results
Charge: -1
DFT total energy in eV: -10435.849
HOMO level in eV: -3.502
Relative energy (zero: lowest compared OMol25 entry of this formula, charge and spin) in kcal/mol: 60.3

CARTESIAN COORDINATES (ANGSTROEM)
H1 0.29207 -2.55877 0.13164
H2 0.04914 1.00115 -0.93081
H3 -1.59873 -0.47152 1.16301
H4 -0.28501 3.75474 1.21396
O1 -1.05838 1.39604 1.48834
C1 -0.54187 -1.13136 -1.22349
C2 0.42208 -2.34190 -0.96671
C3 -0.94899 0.34655 0.74789
H5 1.98289 -1.10203 -1.35173
C4 -0.20718 0.09506 -0.36203
H6 -0.01126 2.21741 1.55502
O2 0.46718 3.23634 1.51117
H7 0.17967 -3.22349 -1.57742
H8 -0.64439 -0.95043 -2.30468
H9 -1.64836 -1.30285 -1.07299
O3 1.74703 -2.03100 -1.23693

***

Record 10
C4H9O3 | ωB97M-V/def2-TZVPD

Results
Charge: -1
DFT total energy in eV: -10437.543
HOMO level in eV: -4.182
Relative energy (zero: lowest compared OMol25 entry of this formula, charge and spin) in kcal/mol: 21.3

CARTESIAN COORDINATES (ANGSTROEM)
H1 -2.01879 -0.42935 0.64387
C1 -0.77062 -1.26801 -0.84472
C2 2.60345 -0.43982 0.04716
O1 2.06720 -0.99774 1.03167
H2 0.02481 1.58375 -0.31457
H3 3.71382 -0.56271 -0.02130
H4 -0.87116 2.63673 1.55376
H5 -2.07866 0.54914 -0.78722
H6 -0.63723 -1.08788 -1.91268
O2 -1.34894 1.86987 1.23330
C3 -1.39071 -0.03825 -0.16693
C4 -0.47491 1.01255 0.46924
H7 -1.40233 -2.14298 -0.68751
O3 2.05731 0.20948 -0.87417
H8 0.30803 0.56258 1.07322
H9 0.21873 -1.45737 -0.44311

***

Record 11
C4H9O3 | ωB97M-V/def2-TZVPD

Results
Charge: -1
DFT total energy in eV: -10437.144
HOMO level in eV: -3.485
Relative energy (zero: lowest compared OMol25 entry of this formula, charge and spin) in kcal/mol: 30.5

CARTESIAN COORDINATES (ANGSTROEM)
H1 0.90337 -0.95849 1.80408
C1 1.81252 -1.51735 1.61622
H2 -0.22514 1.44299 -0.69447
O1 3.59912 -1.53501 0.01150
H3 -1.75041 1.66332 0.31096
H4 1.54812 -2.45388 1.09610
H5 -3.14911 0.75214 -1.44087
O2 2.75561 0.45049 0.66905
H6 -1.72582 -0.71122 0.20832
H7 -1.89575 0.99580 -2.63021
C2 -1.24135 1.12028 -0.49417
H8 -2.57103 2.35616 -1.73178
H9 2.36544 -1.86950 2.48366
C3 2.81083 -0.80966 0.67027
C4 -2.23683 1.31769 -1.64322
O3 -0.99956 -0.24375 -0.23544

***

Record 12
C4H9O3 | ωB97M-V/def2-TZVPD

Results
⟨S²⟩: 0.75
Charge: -2
DFT total energy in eV: -10430.286
HOMO level (alpha / beta) in eV: 4.316 / 0.616
Multiplicity: 2
Relative energy (zero: lowest compared OMol25 entry of this formula, charge and spin) in kcal/mol: 0.0

CARTESIAN COORDINATES (ANGSTROEM)
C1 1.45777 -0.49937 1.69278
H1 -0.21359 -0.61778 -2.45302
O1 -2.40108 1.13128 0.67958
C2 0.23895 -0.64426 -0.38046
H2 1.98404 0.54032 0.10405
H3 -1.71259 0.47442 0.82112
O2 2.28468 0.06667 2.32714
H4 0.56652 1.18528 0.70253
O3 -1.80067 -0.00052 -1.40933
H5 1.10376 -1.48572 2.07025
C3 0.99198 0.26962 0.51770
H6 -0.03247 1.13455 -1.84589
C4 -0.51545 0.07841 -1.59816
H7 -0.39094 -1.23661 0.16842
H8 -2.50202 1.01762 -0.38119
H9 0.94110 -1.41391 -1.01551

***

Record 13
C4H9O3 | ωB97M-V/def2-TZVPD

Results
⟨S²⟩: 0.77
DFT total energy in eV: -10432.194
HOMO level (alpha / beta) in eV: -11.105 / -9.265
Multiplicity: 2
Relative energy (zero: lowest compared OMol25 entry of this formula, charge and spin) in kcal/mol: 48.0

CARTESIAN COORDINATES (ANGSTROEM)
C1 -1.76202 0.65365 -0.76467
H1 1.93027 -2.89942 0.90621
H2 -2.23227 0.01477 -0.10609
O1 2.18292 -0.99520 2.17034
H3 0.31436 0.03299 -0.43253
H4 0.77004 -2.24946 -0.23334
C2 1.69423 -2.09992 0.31476
H5 -0.59604 2.50014 -0.70889
H6 2.36595 -2.07100 -0.56622
H7 -1.00088 1.96375 1.02383
H8 -2.34103 2.69879 -0.08749
O2 1.33145 0.26874 0.54098
O3 -0.60652 0.13038 -1.28338
C3 1.69453 -0.83082 1.04796
C4 -1.41838 2.01052 -0.06262
H9 -2.32660 0.87209 -1.75885

***

Record 14
C4H9O3S | ωB97M-V/def2-TZVPD

Results
Charge: -1
DFT total energy in eV: -21274.017
HOMO level in eV: -4.739
Relative energy (zero: lowest compared OMol25 entry of this formula, charge and spin) in kcal/mol: 0.0

CARTESIAN COORDINATES (ANGSTROEM)
H1 -1.91328 -1.35703 0.07222
O1 2.11471 1.64981 1.01735
H2 -2.87986 -2.83063 -1.85133
S1 -1.53286 -2.88039 -1.72616
C1 0.16076 -1.08486 -0.50482
C2 1.85427 0.46636 0.65075
O2 0.18235 3.45270 1.12589
H3 0.05448 1.08003 -0.35187
H4 0.89435 2.74523 1.09146
H5 0.52453 -1.91125 0.10462
H6 0.01321 3.51674 2.08779
H7 -0.21990 0.25504 1.15079
H8 0.73440 -1.05562 -1.43327
H9 -1.68065 -0.47977 -1.45954
C3 0.38201 0.22342 0.23554
C4 -1.31322 -1.29028 -0.83366
O3 2.62470 -0.49953 0.62425

***

Record 15
C4H9O3S | ωB97M-V/def2-TZVPD

Results
Charge: -1
DFT total energy in eV: -21273.477
HOMO level in eV: -4.608
Relative energy (zero: lowest compared OMol25 entry of this formula, charge and spin) in kcal/mol: 12.4

CARTESIAN COORDINATES (ANGSTROEM)
C1 1.59549 -0.13254 -0.32825
H1 -1.30904 -1.39134 -0.92776
H2 3.08047 1.77490 -0.55878
S1 -3.68858 -0.16482 -0.00276
C2 0.35759 -0.73023 0.39575
H3 0.45200 -1.77825 0.68857
O1 1.38242 1.02616 -0.79508
C3 -0.99014 -0.54987 -0.30901
H4 -1.95360 -1.29048 1.47808
H5 -4.42970 -1.24707 0.36061
C4 -2.11930 -0.46301 0.78587
O2 2.63837 -0.79141 -0.32409
H6 3.74351 2.73914 -1.57406
H7 -1.84183 0.37782 1.42207
H8 0.27991 -0.16115 1.33130
H9 -0.99938 0.32977 -0.95160
O3 3.80180 2.45236 -0.69088

***

Record 16
C4H9O4 | ωB97M-V/def2-TZVPD

Results
Charge: -1
DFT total energy in eV: -12485.245
HOMO level in eV: -4.702
Relative energy (zero: lowest compared OMol25 entry of this formula, charge and spin) in kcal/mol: 27.1

CARTESIAN COORDINATES (ANGSTROEM)
H1 0.54348 -1.08892 1.26640
H2 -0.88306 -0.18621 -1.96573
H3 -0.77792 0.59814 0.94604
C1 -0.46858 -0.43828 -0.93397
C2 -0.81094 0.83407 -0.16634
O1 -0.09401 2.56588 -1.54309
H4 1.71237 0.82393 1.04502
H5 0.94156 0.74915 2.46451
C3 0.26453 1.84277 -0.62069
H6 -1.73460 1.31493 -0.36842
C4 -0.58379 -1.84376 -0.33908
H7 0.64431 -0.52642 -1.14874
O2 1.43246 0.21262 1.79911
H8 -1.62247 -2.13901 -0.20818
O3 1.45111 1.80825 -0.11309
H9 -0.05466 -2.55863 -1.05755
O4 0.04024 -1.96850 0.94380

***

Record 17
C4H9O4S | ωB97M-V/def2-TZVPD

Results
Charge: -1
Structure (SMILES): CC[C@H](C)OS(=O)(=O)[O-]
DFT total energy in eV: -23321.412
HOMO level in eV: -5.058
Relative energy (zero: lowest compared OMol25 entry of this formula, charge and spin) in kcal/mol: 0.0

CARTESIAN COORDINATES (ANGSTROEM)
H1 1.26046 -1.14051 0.23803
H2 -1.18641 1.10302 -1.24719
O1 0.76453 1.31188 0.74218
H3 -1.70685 -1.91446 0.35389
H4 -0.40175 -2.43958 1.41781
O2 2.87980 0.56185 -0.27571
O3 2.33585 2.93293 -0.06160
H5 -1.72910 1.87483 0.25048
C1 -0.64272 -2.15700 0.39005
H6 -0.58234 0.12374 1.57101
H7 0.21515 -0.89653 -1.15038
C2 0.22658 -0.98082 -0.06164
S1 1.89021 1.61288 -0.43246
H8 -0.47092 -3.03338 -0.23691
O4 1.15148 1.53378 -1.68904
C3 -0.25485 0.33776 0.54521
C4 -1.44755 0.92561 -0.20718
H9 -2.30158 0.24401 -0.14654